Entry 1:
ORCA calculation (the ωB97M-V functional and the def2-TZVPD basis) on one molecule with the formula C5H7NO.

energy above the lowest of the compared OMol25 structures with the same formula, charge and spin	83.67	kcal per mole
E_LUMO	0.20	eV
F_max	0.011	Eh/bohr
Kohn-Sham gap	7.29	eV

CARTESIAN COORDINATES (ANGSTROEM)
H1 -1.79 0.02 1.70
H2 1.56 0.65 1.71
H3 1.77 -0.41 -1.92
C1 -1.29 -0.39 0.82
C2 0.37 -0.21 -0.67
N1 -0.04 0.28 0.45
H4 -1.21 -0.46 -1.94
H5 1.09 2.04 0.73
O1 1.57 0.13 -1.14
H6 -0.34 -1.98 -1.77
H7 0.05 1.52 2.09
C3 0.71 1.18 1.29
C4 -1.71 -1.29 -0.10
C5 -0.69 -1.10 -1.22

***

Entry 2:
ORCA calculation (the ωB97M-V functional and the def2-TZVPD basis) on one molecule with the formula C5H7NO in a non-equilibrium geometry.

energy above the lowest of the compared OMol25 structures with the same formula, charge and spin	63.97	kcal per mole
SMILES string	C=C/N=C\OC=C
E_LUMO	1.01	eV
F_max	0.030	Eh/bohr
Kohn-Sham gap	9.65	eV

CARTESIAN COORDINATES (ANGSTROEM)
H1 1.44 1.25 1.50
C1 -0.20 -1.51 -0.84
H2 -2.46 1.20 0.69
C2 0.68 1.07 -0.46
H3 0.91 0.96 -1.52
H4 -0.19 -2.11 1.15
H5 0.51 -2.26 -1.13
C3 1.65 1.12 0.44
C4 -1.50 0.78 0.42
C5 -0.56 -1.41 0.43
H6 -0.88 -1.12 -1.56
H7 2.69 1.08 0.15
O1 -1.44 -0.49 0.93
N1 -0.65 1.45 -0.20